No. 1
ORCA calculation (the ωB97M-V functional and the def2-TZVPD basis) on a cluster of 2 separate species, C8H11N5 in total at a distorted geometry.

```
24
Properties=species:S:1:pos:R:3:forces:R:3
N 10.601 -1.902 0.243 -0.1823 -0.6368 2.9944
H 9.743 -1.804 -0.303 -0.1894 -0.6796 0.0196
H -0.789 0.486 1.661 -0.7012 0.8309 -0.0305
N -3.130 0.729 -1.265 -0.3588 2.2576 0.5444
H -2.020 -2.909 0.463 0.6334 -0.5023 0.8511
H -3.540 -3.477 -0.055 -0.5501 -0.5823 -0.3819
H -1.978 -1.816 -1.706 -0.6205 0.0375 0.1094
H 10.475 -1.244 1.102 0.6710 -1.1976 -1.8145
C -2.679 -1.626 -0.887 0.0678 1.8595 -0.7262
C -1.690 2.475 0.909 0.7819 -3.2986 1.7975
N -3.314 3.149 -1.405 -0.2133 1.1674 0.2690
N -2.022 3.690 0.539 1.1970 0.7674 0.3882
C -3.701 -1.681 1.167 0.1701 -0.7885 -1.9350
H 11.361 -1.636 -0.359 0.7497 0.5281 -0.1648
C -3.395 1.884 -1.238 1.0466 -1.7002 -0.7207
C -3.165 -0.378 -0.494 0.8574 -4.7155 -1.2249
H -4.017 3.650 -1.943 -0.1227 -0.3287 -0.1149
C -3.006 -2.584 0.183 0.6824 1.5387 0.0329
H -2.679 5.078 -0.811 -0.0263 0.0045 0.0586
C -1.299 1.414 1.392 -0.0388 1.5333 -1.1684
H -4.200 -2.149 1.989 -0.3099 0.6620 0.7932
N -3.824 -0.495 0.694 -1.2915 1.1579 2.3351
H 10.834 -2.897 0.631 -0.9806 1.9754 -1.0302
C -2.567 4.045 -0.504 -1.2720 0.1097 -0.8812
```
Positions in Å, forces in eV/Å.

Values from the calculation:
**Charge**: +2
**E_LUMO**: -5.920 eV
**E_tot**: -584.4695 Eh
**HOMO level**: -14.16 eV
**Frontier orbital gap**: 8.24 eV
**ΔE to the lowest compared entry with this formula, charge and spin**: 328.5 kJ/mol

No. 2
ORCA calculation (the ωB97M-V functional and the def2-TZVPD basis) on the ion CH6NOSi with charge -1 at a distorted geometry.

```
10
Properties=species:S:1:pos:R:3:forces:R:3
O -2.334 -0.909 0.396 -0.1710 -0.3404 0.1049
H -1.693 1.549 0.809 0.0136 1.2446 1.3426
H 0.649 0.324 1.218 0.3486 0.2369 1.7077
H 1.534 -1.256 -1.077 -1.6121 0.0454 2.6642
H -1.660 1.057 -1.278 0.0993 -0.4510 -0.1214
N 1.162 -1.210 -0.041 -1.5712 -2.6657 -1.3132
Si -1.462 0.345 0.081 -0.1218 -1.0005 -1.7591
H 0.383 -1.951 0.110 2.0592 0.8941 -0.8691
H 1.045 0.707 -0.365 -0.9534 0.6967 0.2711
C 0.402 0.026 0.239 1.9088 1.3399 -2.0276
```
Positions in Å, forces in eV/Å.

Values from the calculation:
**Charge**: -1
**E_LUMO**: 4.578 eV
**SMILES string**: NC[SiH2][O-]
**E_tot**: -461.2077 Eh
**HOMO level**: -3.77 eV
**Frontier orbital gap**: 8.35 eV
**ΔE to the lowest compared entry with this formula, charge and spin**: 30.0 kJ/mol

No. 3
ORCA calculation (the ωB97M-V functional and the def2-TZVPD basis) on the molecule C6H10N2O at a distorted geometry.

```
19
Properties=species:S:1:pos:R:3:forces:R:3
H 0.892 -1.210 1.513 -2.3050 -0.1151 1.0050
N 0.195 -0.947 -0.828 -0.5819 -2.3366 0.2375
O 0.119 -2.167 -1.252 0.5062 1.6917 0.1588
H -2.262 -0.049 -0.992 -0.3863 -0.3335 -0.3539
C 0.737 1.186 -0.328 0.7429 0.9653 0.9423
H 2.506 2.462 0.339 -0.8042 -0.1450 0.0959
H -0.603 -2.297 1.692 0.1622 -0.2941 -0.3210
H -2.917 -0.447 0.606 1.0293 -0.0075 -0.3553
H 2.236 2.187 -1.336 -0.2460 1.1925 -0.1025
C -0.281 -1.265 1.604 1.2518 0.7301 -0.5238
H -0.772 -0.739 2.480 1.0539 -0.2222 -1.1414
H 1.894 -0.391 -1.731 -0.7328 1.1386 0.2123
N -0.271 1.073 0.458 -0.4536 -2.8188 -0.4846
C -2.164 -0.750 -0.167 -0.6894 1.0268 0.9802
C -0.743 -0.646 0.275 1.2871 4.3551 0.8571
H 1.122 3.303 -0.385 -1.0720 2.2354 -0.2731
C 1.697 2.456 -0.414 0.7906 -4.6733 -0.3467
C 1.034 0.005 -1.144 0.3871 -1.7910 0.0571
H -2.419 -1.764 -0.392 0.0601 -0.5986 -0.6440
```
Positions in Å, forces in eV/Å.

Values from the calculation:
**Charge**: 0
**E_LUMO (alpha / beta)**: 0.071 / 0.071 eV
**SMILES string**: CC1=NC(C)(C)[N+]([O-])=C1
**E_tot**: -419.2449 Eh
**HOMO level (alpha / beta)**: -8.86 / -8.86 eV
**Frontier orbital gap (alpha / beta)**: 8.93 / 8.93 eV
**ΔE to the lowest compared entry with this formula, charge and spin**: 371.8 kJ/mol

No. 4
ORCA calculation (the ωB97M-V functional and the def2-TZVPD basis) on a cluster of 2 separate species, C5H13NO in total at a distorted geometry.

```
20
Properties=species:S:1:pos:R:3:forces:R:3
H 0.046 1.361 -1.431 0.2695 -0.2350 0.0446
H 1.418 2.416 -1.621 0.0599 0.1388 0.0910
C 3.038 1.251 0.372 0.3733 -0.8577 0.6178
H -1.450 -2.905 0.144 -0.3276 0.0448 -0.0262
H 1.413 -0.107 0.093 0.0659 -0.2295 -0.1586
C 0.941 1.735 -0.915 -0.6441 0.1319 -0.4744
H -3.388 0.080 -0.773 0.0434 -0.1111 -0.0694
H 2.683 1.439 1.392 -0.0980 0.1686 -0.1962
H 3.827 0.495 0.493 0.0184 0.2478 -0.0433
H 0.540 2.326 -0.091 0.2749 -0.0309 0.2007
H -1.077 -1.783 1.424 -0.1154 0.0068 -0.1729
N -2.691 -0.606 -0.528 -0.1386 0.2756 -0.1494
C -1.905 -2.346 0.966 0.9795 -0.0229 0.6716
O -3.957 -1.161 1.246 0.1456 0.0692 0.0615
H -2.034 -0.883 -1.235 0.0849 -0.0428 0.1556
H 3.506 2.165 0.007 -0.2008 -0.0325 -0.2732
C 1.927 0.655 -0.493 -0.0575 0.9257 0.0529
H -2.243 -3.008 1.764 -0.2687 -0.0147 -0.3685
C -2.954 -1.347 0.585 -0.3827 -0.1938 -0.1056
H 2.359 0.221 -1.398 -0.0819 -0.2381 0.1420
```
Positions in Å, forces in eV/Å.

Values from the calculation:
**Charge**: 0
**E_LUMO**: 0.727 eV
**SMILES string**: CC(N)=O.CCC
**E_tot**: -328.3144 Eh
**HOMO level**: -9.86 eV
**Frontier orbital gap**: 10.58 eV
**ΔE to the lowest compared entry with this formula, charge and spin**: 11.6 kJ/mol

No. 5
ORCA calculation (the ωB97M-V functional and the def2-TZVPD basis) on a cluster of 5 separate species, C28H59IO8PS2 in total at a distorted geometry.

```
99
Properties=species:S:1:pos:R:3:forces:R:3
I -0.396 0.383 -2.214 -0.1347 0.2803 0.3038
H -3.381 -3.179 1.399 -0.0126 0.0595 0.0168
C -0.145 7.237 0.283 0.1813 -0.3480 0.1486
H -3.566 4.460 -0.437 -0.1169 0.0440 -0.4231
C -1.320 0.221 4.787 -0.0221 -0.0281 -0.1240
C -1.466 -0.708 5.983 -0.0073 0.0545 0.1023
H -4.529 -5.527 0.567 -0.0059 0.0057 -0.0225
O -2.547 0.949 4.683 0.0634 -0.0270 -0.0685
H -6.660 -4.500 -0.057 -0.0185 0.0001 0.0057
H -0.385 5.255 0.953 -0.2070 -0.3515 0.2775
H -1.193 -0.184 6.901 0.0179 0.0046 -0.0089
C 3.159 -1.427 -1.976 -0.0726 -0.1268 0.0085
C -4.792 1.479 -0.815 -0.0901 -0.1995 -0.0328
O 3.520 -1.074 -0.634 0.1081 -0.0159 -0.0464
H -4.714 -4.987 2.238 0.0164 -0.0026 -0.0050
H -0.837 3.953 -2.414 -0.2932 0.0624 -0.1884
H -0.848 -1.600 5.903 -0.0069 -0.0097 -0.0188
H 5.027 -1.236 -3.036 -0.0016 -0.0112 -0.0333
H 5.544 -0.867 -0.289 0.0604 -0.0219 0.0194
C -2.267 2.811 0.974 -1.1694 0.1346 0.7623
H 7.332 -4.133 -7.275 -0.0119 0.0004 -0.0133
C 7.092 -4.580 -4.561 0.0610 0.1161 -0.0197
H -3.358 -1.326 6.928 0.0095 0.0213 0.0192
H 0.756 3.274 -2.625 0.3825 0.1741 -0.1333
H -3.183 -0.059 0.460 0.2641 -0.2901 -0.0320
C -6.407 -4.461 1.005 0.0121 0.0222 -0.1386
C -4.510 1.640 0.674 0.1573 -0.2454 -0.1896
C -4.269 4.173 0.337 0.4052 -0.0961 0.4393
H -4.471 0.254 4.983 0.0223 0.0384 -0.0589
O 3.789 4.460 0.577 0.0137 1.4656 -0.7589
C -6.535 -3.037 1.524 0.0149 -0.0077 0.1327
P -0.409 2.326 -0.791 0.0129 -0.1769 -0.7372
C -2.965 -0.994 5.969 0.0115 -0.0744 -0.1326
H 5.748 2.538 0.161 0.0586 0.2892 0.2631
H -0.966 7.666 0.836 -0.3160 0.2315 0.0646
H -3.907 1.553 -1.435 0.2638 0.0867 -0.0795
H 4.168 -2.727 -3.419 0.0587 -0.0296 0.0025
H 6.930 -6.539 -5.449 0.0132 -0.0022 0.0128
H -4.323 4.996 1.038 -0.0563 0.3171 0.0796
O 3.323 2.788 2.259 -0.2196 -0.6246 1.1752
C 3.093 2.086 -0.244 0.7587 -0.4658 0.1790
C 5.089 -2.666 -1.421 -0.1217 -0.0560 0.0334
C -3.534 0.348 5.533 -0.0364 0.0856 0.1031
H -1.177 -0.350 3.859 0.0469 -0.0379 0.0265
H 0.723 7.297 0.926 0.3664 0.2197 -0.0290
H 4.738 -2.119 0.673 -0.0675 0.0477 0.0205
C -4.314 -3.370 0.866 -0.0085 0.0563 -0.1135
H -5.251 4.023 -0.081 -0.2306 0.0358 -0.1945
S 3.875 3.121 1.004 -0.3443 0.1493 -0.4460
C -4.917 -4.728 1.196 -0.0013 -0.0042 0.1315
H 6.469 -5.622 -7.670 -0.0138 -0.0195 0.0121
H -7.050 -5.162 1.533 0.0081 -0.0004 0.0239
H -1.448 5.684 -0.404 -0.1656 -0.2563 -0.2798
H 0.020 7.778 -0.636 0.0243 0.2838 -0.1588
O 5.401 2.716 1.053 0.1230 -0.7916 -0.3414
C 7.394 -5.576 -5.671 -0.0928 -0.0963 0.0147
H 7.843 -3.783 -4.528 0.0430 -0.0407 0.0109
H -3.193 -1.759 5.224 -0.0183 0.0026 0.0061
H 0.970 3.091 0.966 -0.2294 0.3777 0.1733
C -0.451 5.775 0.008 -0.0090 0.1431 0.0335
H 2.799 -0.533 -2.493 0.0031 0.0202 0.0193
H -5.539 2.163 -1.198 -0.0904 0.2543 -0.0503
H -1.945 2.006 1.617 0.3555 -0.2993 -0.1419
H -3.306 0.624 2.119 0.2605 -0.3306 0.2697
H -3.981 3.096 2.125 0.2074 -0.2122 0.4360
H -1.844 3.742 1.327 0.4340 0.2201 -0.1981
O 5.824 -3.992 -4.877 0.0303 -0.0415 -0.0393
H 5.104 -3.437 -6.733 -0.0054 0.0358 0.0537
H -3.698 1.009 6.390 -0.0294 -0.0302 0.0149
H 2.341 -2.156 -1.932 -0.0037 0.0196 -0.0488
C -3.766 2.923 1.077 -0.4736 0.1404 -0.6704
C 4.398 -2.026 -2.621 0.0238 0.1464 0.0065
C 0.664 2.101 0.641 0.7215 -0.2118 -0.3300
C 1.945 1.296 0.344 -0.1415 0.0787 -0.4212
H -0.492 0.924 4.893 -0.0330 0.0462 -0.0074
H -5.481 1.698 1.152 -0.2767 0.1522 0.1910
C 5.460 -4.332 -6.221 -0.0748 -0.0976 0.0332
H 0.153 1.609 1.456 -0.4743 -0.0370 0.0273
C -3.840 0.363 1.211 -0.4842 1.1514 0.2747
H 4.644 -5.060 -6.184 0.0028 -0.0048 -0.0583
H 6.155 -2.828 -1.566 0.0084 0.0197 -0.0193
H 7.036 -5.046 -3.576 -0.0584 0.0248 0.0174
C 0.082 3.703 -1.894 -0.4213 -0.4486 0.6747
H 4.626 -3.629 -1.194 0.0197 -0.0009 0.0205
O -5.284 -2.390 1.248 -0.1535 -0.2819 -0.0099
C 6.703 -4.927 -6.867 0.0862 0.1053 -0.0042
H 1.759 0.470 -0.331 -0.1453 -0.1888 0.0155
S 0.824 5.121 -1.091 0.4964 0.0694 -0.2549
H 2.290 0.858 1.265 -0.0158 -0.1711 0.3407
H -7.340 -2.481 1.044 0.0406 0.0593 -0.0138
H 2.855 2.684 -1.111 -0.1694 0.4850 -0.0712
H -4.127 -3.270 -0.209 0.0381 -0.0498 0.0011
H -4.628 -0.323 1.481 0.1447 -0.5134 -0.1437
H -6.699 -3.022 2.607 -0.0473 -0.0267 -0.0070
H 3.842 1.370 -0.569 0.0809 -0.2872 -0.0269
C 4.792 -1.663 -0.315 0.0958 -0.0093 -0.0395
H 8.460 -5.738 -5.813 0.0093 0.0223 -0.0068
O -1.916 2.564 -0.424 0.7286 0.1008 0.4877
H -5.187 0.480 -0.962 -0.1668 -0.2615 -0.0952
```
Positions in Å, forces in eV/Å.

Values from the calculation:
**Charge**: +1
**E_LUMO**: -3.349 eV
**E_tot**: -3139.3447 Eh
**HOMO level**: -11.24 eV
**Frontier orbital gap**: 7.89 eV
**ΔE to the lowest compared entry with this formula, charge and spin**: 35.5 kJ/mol